# 1
{"formula": "C7H8FeN2O5", "method": "wB97M-V/def2-TZVPD", "symbols": ["Fe", "O", "C", "C", "O", "C", "O", "C", "O", "C", "H", "H", "C", "H", "H", "N", "C", "N", "O", "H", "H", "H", "H"], "positions_angstrom": [[0.576272, 1.061481, 0.243674], [2.273637, -0.219201, -1.777273], [1.564326, 0.232733, -0.984630], [-0.878841, 1.038268, 1.278876], [-1.780358, 1.120344, 1.980625], [-0.496587, 1.574285, -1.098129], [-1.193867, 1.898728, -1.962805], [1.344826, -0.011518, 1.455472], [1.839639, -0.711825, 2.235115], [1.943690, 2.494559, 0.147189], [2.921725, 2.113374, 0.460033], [1.971293, 2.931398, -0.856867], [0.944302, 2.824606, 1.073615], [0.144793, 3.534500, 0.836243], [1.095152, 2.716085, 2.152985], [-2.357539, -2.445896, -1.418320], [-1.300105, -2.394443, -0.549230], [-0.907853, -3.567506, 0.038934], [-0.723662, -1.333287, -0.305841], [-2.874251, -3.291485, -1.663080], [-2.615780, -1.587184, -1.832410], [-0.146877, -3.501110, 0.665052], [-1.343933, -4.476904, -0.119228]], "atomic_forces_ev_per_a": [[-0.536, -0.693, -0.119], [-2.146, 1.060, 2.210], [4.601, -2.674, -4.967], [-4.934, 0.656, 4.001], [1.806, -0.408, -1.566], [-4.778, 1.401, -5.695], [2.121, -0.834, 2.557], [2.882, -5.218, 4.880], [-1.439, 2.249, -2.337], [0.740, 2.144, 0.807], [-0.294, -0.038, 0.093], [-0.224, -0.100, 0.190], [1.470, 1.897, 0.135], [0.148, -0.219, -0.157], [0.085, -0.156, -0.251], [0.988, -0.784, 1.003], [-1.602, -2.952, -0.678], [-1.007, 0.753, -1.008], [1.247, 2.314, 0.537], [0.436, 0.513, 0.247], [-0.392, 0.586, -0.461], [0.611, -0.189, 0.551], [0.216, 0.689, 0.027]], "lowdin_charge": [0.44, 0.30, -0.10, -0.10, 0.31, -0.05, 0.30, -0.05, 0.30, -0.07, 0.14, 0.14, -0.07, 0.14, 0.14, 0.20, -0.59, 0.20, -0.02, 0.14, 0.10, 0.10, 0.14], "s_squared": 6.0455, "spin_multiplicity": 5, "de_lowest_kcal_mol": 58.1, "charge": 2, "e_lumo_ev": [-10.17, -13.50], "homo_ev": [-14.8, -16.7], "orbital_gap_ha": [0.17052, 0.11839]}

# 2
{"formula": "C7H8I2NO", "method": "wB97M-V/def2-TZVPD", "symbols": ["C", "C", "C", "C", "C", "C", "C", "N", "O", "I", "I", "H", "H", "H", "H", "H", "H", "H", "H"], "positions_angstrom": [[2.773717, -0.240563, -0.558792], [3.482906, 0.707852, -0.278193], [-1.405084, -0.165113, -0.850358], [-0.331419, -0.402933, -0.129791], [-2.447877, 0.629902, -0.095041], [-1.674524, 1.113994, 1.137231], [2.047026, -1.367577, -0.882743], [-0.492831, 0.188897, 1.223372], [1.741417, -1.619682, -2.124684], [4.635772, 2.264810, 0.199204], [1.952527, -2.913258, 0.565331], [-1.572360, -0.494656, -1.856888], [-2.820455, 1.460480, -0.691957], [-3.296094, -0.004710, 0.166113], [-1.298655, 2.125032, 0.975541], [-2.255889, 1.086933, 2.056212], [-0.667802, -0.580131, 1.883648], [0.357934, 0.667600, 1.530301], [1.271698, -2.456875, -2.268497]], "atomic_forces_ev_per_a": [[-0.127, -0.498, -0.225], [0.117, 0.602, 0.282], [0.187, -0.190, -0.259], [-1.409, 0.754, 0.399], [0.259, -0.077, -0.012], [-0.522, 0.504, -0.275], [1.365, 0.018, 2.083], [0.679, -0.696, 0.393], [-0.749, -0.538, -2.043], [-0.216, -0.297, -0.104], [-0.233, 0.449, -0.361], [0.055, -0.163, -0.254], [-0.005, 0.015, 0.059], [0.014, -0.020, -0.022], [0.090, -0.169, 0.083], [0.201, -0.071, 0.042], [0.158, 0.212, -0.017], [-0.014, -0.063, -0.019], [0.149, 0.225, 0.248]], "nbo_charge": [-0.23, -0.20, -0.29, 0.31, -0.44, -0.22, 0.12, -0.59, -0.65, 0.37, 0.17, 0.27, 0.26, 0.24, 0.24, 0.24, 0.44, 0.45, 0.51], "s_squared": 2.0329, "spin_multiplicity": 3, "charge": 1, "e_lumo_ev": [-3.16, -6.02], "homo_ev": [-10.1, -12.2], "orbital_gap_ha": [0.25383, 0.22832]}

# 3
{"formula": "C7H8K", "method": "wB97M-V/def2-TZVPD", "symbols": ["C", "C", "C", "C", "C", "C", "C", "H", "H", "H", "H", "H", "H", "H", "H", "K"], "positions_angstrom": [[-2.386538, 2.299423, 2.156468], [-2.670386, 1.133417, 1.445492], [-1.200856, 2.988483, 1.901612], [-1.773166, 0.664253, 0.485971], [-0.308948, 2.512617, 0.940432], [-0.581658, 1.346671, 0.216377], [0.368473, 0.855401, -0.846818], [-3.089286, 2.669730, 2.914502], [-3.598347, 0.580573, 1.642572], [-0.965432, 3.904238, 2.459796], [-2.001543, -0.256711, -0.066545], [0.624396, 3.058169, 0.748496], [0.313064, -0.242651, -0.935248], [1.405279, 1.136301, -0.596345], [0.109269, 1.300432, -1.822196], [0.170533, -0.131564, 3.804199]], "atomic_forces_ev_per_a": [[-0.151, 0.038, 0.332], [-0.151, -0.202, 0.133], [0.121, 0.141, 0.217], [-0.024, -0.294, -0.011], [0.272, 0.079, 0.081], [-0.062, 0.020, 0.117], [0.137, -0.113, 0.020], [0.310, -0.144, -0.412], [0.411, 0.295, -0.137], [-0.140, -0.401, -0.308], [0.071, 0.428, 0.194], [-0.428, -0.202, 0.039], [0.046, 0.448, -0.094], [-0.387, -0.099, -0.228], [0.167, -0.214, 0.330], [-0.191, 0.219, -0.274]], "nbo_charge": [-0.25, -0.23, -0.23, -0.23, -0.23, -0.03, -0.64, 0.23, 0.23, 0.23, 0.22, 0.22, 0.22, 0.22, 0.25, 1.00], "spin_multiplicity": 1, "charge": 1, "e_lumo_ev": -4.20, "homo_ev": -12.5, "orbital_gap_ha": 0.30604}

# 4
{"formula": "C7H8N2O", "method": "wB97M-V/def2-TZVPD", "symbols": ["C", "C", "C", "C", "C", "C", "C", "N", "O", "N", "H", "H", "H", "H", "H", "H", "H", "H"], "positions_angstrom": [[2.125014, -1.290297, 0.670213], [1.520093, -0.782405, -0.675272], [0.321586, 0.055908, -0.369161], [0.350929, 1.412354, -0.227497], [-0.871372, 2.031633, 0.114595], [-2.071549, 1.331635, 0.123622], [-1.970895, -0.089958, -0.025175], [-3.148663, -0.827501, 0.121457], [-3.026033, -1.985059, -0.177138], [-0.810689, -0.710725, -0.213676], [1.326270, -1.877342, 1.217012], [3.039207, -1.903014, 0.531629], [2.351772, -0.409079, 1.270113], [1.263587, -1.639743, -1.303640], [2.260844, -0.112745, -1.199778], [1.325851, 1.918918, -0.383172], [-0.873699, 3.125074, 0.265172], [-3.112249, 1.752354, 0.260699]], "atomic_forces_ev_per_a": [[-0.798, -0.385, -0.141], [1.451, 0.570, 0.277], [-1.422, -2.581, -0.296], [-0.472, 0.596, 0.383], [0.117, 1.262, -0.634], [-0.613, -1.258, 0.243], [2.645, 2.486, 0.053], [-1.323, -1.037, -0.043], [-0.372, -0.160, 0.072], [0.259, 1.270, -0.168], [1.005, 0.505, -0.590], [-0.613, 0.345, 0.073], [0.201, -0.127, 0.191], [-0.068, 0.335, -0.014], [-0.502, -0.878, 0.370], [-1.004, -0.033, 0.325], [-0.094, -0.656, -0.068], [1.603, -0.255, -0.032]], "nbo_charge": [-0.60, -0.43, 0.21, -0.24, -0.17, -0.24, 0.22, 0.10, -0.24, -0.39, 0.22, 0.22, 0.20, 0.23, 0.20, 0.23, 0.22, 0.25], "spin_multiplicity": 1, "de_lowest_kcal_mol": 62.6, "smiles": "CCc1cccc(N=O)n1", "e_lumo_ev": -0.93, "homo_ev": -9.2, "orbital_gap_ha": 0.30401}

# 5
{"formula": "C7H8N2O", "method": "wB97M-V/def2-TZVPD", "symbols": ["O", "C", "C", "C", "C", "C", "N", "H", "H", "H", "H", "H", "C", "C", "N", "H", "H", "H"], "positions_angstrom": [[1.362780, 2.297956, -0.369606], [0.625930, 1.452341, 0.109022], [-0.771640, 1.300121, -0.548506], [-1.509789, 0.018985, -0.196169], [-1.340864, -0.436901, 1.080910], [-0.201136, 0.086592, 1.827359], [0.715175, 0.876103, 1.335629], [-0.724415, 1.382418, -1.647515], [-1.445940, 2.180059, -0.211118], [-2.246225, -0.495900, -0.832223], [-1.929262, -1.286579, 1.272187], [-0.018169, -0.415410, 2.780226], [1.707600, -0.757556, -0.765720], [2.793998, -0.978243, -0.039078], [3.784143, -1.210582, 0.559950], [1.558045, -0.018776, -1.493993], [0.876240, -1.447511, -0.785909], [4.088174, -1.064285, 1.495978]], "atomic_forces_ev_per_a": [[0.096, -1.227, 0.911], [-2.502, 2.381, -1.690], [-1.257, -0.345, -1.124], [0.180, 0.612, 1.864], [0.490, 1.171, -2.854], [0.552, -0.080, -1.115], [0.321, -1.211, 3.052], [0.269, 0.253, 0.440], [1.215, -1.219, -0.310], [0.457, 0.621, 0.033], [-0.287, -0.995, 1.292], [0.185, 0.594, 0.100], [0.169, -1.514, 0.250], [-2.365, 0.944, -1.233], [1.779, -1.167, 0.086], [0.662, 1.109, -0.642], [0.259, -0.480, 0.426], [-0.223, 0.552, 0.515]], "nbo_charge": [-0.55, 0.69, -0.60, -0.06, -0.34, 0.17, -0.50, 0.24, 0.27, 0.22, 0.22, 0.19, -0.74, 0.51, -0.63, 0.25, 0.24, 0.41], "spin_multiplicity": 1, "de_lowest_kcal_mol": 82.3, "smiles": "O=C1CC=CC=N1.C=C=N", "e_lumo_ev": -0.73, "homo_ev": -8.5, "orbital_gap_ha": 0.28507}

What did the fourth record say?
{"formula": "C7H8N2O", "method": "wB97M-V/def2-TZVPD", "symbols": ["C", "C", "C", "C", "C", "C", "C", "N", "O", "N", "H", "H", "H", "H", "H", "H", "H", "H"], "positions_angstrom": [[2.125014, -1.290297, 0.670213], [1.520093, -0.782405, -0.675272], [0.321586, 0.055908, -0.369161], [0.350929, 1.412354, -0.227497], [-0.871372, 2.031633, 0.114595], [-2.071549, 1.331635, 0.123622], [-1.970895, -0.089958, -0.025175], [-3.148663, -0.827501, 0.121457], [-3.026033, -1.985059, -0.177138], [-0.810689, -0.710725, -0.213676], [1.326270, -1.877342, 1.217012], [3.039207, -1.903014, 0.531629], [2.351772, -0.409079, 1.270113], [1.263587, -1.639743, -1.303640], [2.260844, -0.112745, -1.199778], [1.325851, 1.918918, -0.383172], [-0.873699, 3.125074, 0.265172], [-3.112249, 1.752354, 0.260699]], "atomic_forces_ev_per_a": [[-0.798, -0.385, -0.141], [1.451, 0.570, 0.277], [-1.422, -2.581, -0.296], [-0.472, 0.596, 0.383], [0.117, 1.262, -0.634], [-0.613, -1.258, 0.243], [2.645, 2.486, 0.053], [-1.323, -1.037, -0.043], [-0.372, -0.160, 0.072], [0.259, 1.270, -0.168], [1.005, 0.505, -0.590], [-0.613, 0.345, 0.073], [0.201, -0.127, 0.191], [-0.068, 0.335, -0.014], [-0.502, -0.878, 0.370], [-1.004, -0.033, 0.325], [-0.094, -0.656, -0.068], [1.603, -0.255, -0.032]], "nbo_charge": [-0.60, -0.43, 0.21, -0.24, -0.17, -0.24, 0.22, 0.10, -0.24, -0.39, 0.22, 0.22, 0.20, 0.23, 0.20, 0.23, 0.22, 0.25], "spin_multiplicity": 1, "de_lowest_kcal_mol": 62.6, "smiles": "CCc1cccc(N=O)n1", "e_lumo_ev": -0.93, "homo_ev": -9.2, "orbital_gap_ha": 0.30401}

- What is the formula in the third record?
  C7H8K